No. 1
{"formula": "C20H46I2MoN2O6P2", "method": "wB97M-V/def2-TZVPD", "spin_multiplicity": 3, "homo_ev": [-20.62, -21.13], "orbital_gap_ev": [6.34, 7.61], "relative_energy_kj_mol": 72.9, "charge": 4, "elements": ["I", "I", "Mo", "P", "P", "O", "O", "O", "O", "O", "O", "N", "N", "C", "C", "C", "C", "C", "C", "C", "C", "C", "C", "C", "C", "C", "C", "C", "C", "C", "C", "C", "C", "H", "H", "H", "H", "H", "H", "H", "H", "H", "H", "H", "H", "H", "H", "H", "H", "H", "H", "H", "H", "H", "H", "H", "H", "H", "H", "H", "H", "H", "H", "H", "H", "H", "H", "H", "H", "H", "H", "H", "H", "H", "H", "H", "H", "H", "H"], "coordinates": [[-0.48504, -2.35921, -0.82393], [0.25749, 0.49587, -2.73888], [0.04566, 0.72080, 0.16226], [3.01543, 0.83794, 0.87461], [1.02878, 1.13823, 3.14826], [0.02729, 0.51839, 2.09642], [2.73969, 2.28762, 0.44888], [1.78771, 0.06631, 0.21037], [4.37483, 0.39459, 0.40576], [0.92618, 2.65849, 2.96106], [0.69438, 0.77955, 4.57957], [-1.63170, 1.65864, -0.04744], [-3.60170, 2.84292, 0.36240], [3.76771, 3.43928, 0.23090], [-2.01536, 4.80255, 0.25890], [6.63581, -0.49452, 0.32197], [1.38174, 5.00912, 3.38345], [0.39923, -1.71019, 4.56040], [0.95692, 3.73666, 4.06314], [5.23166, -0.87665, 0.68656], [-0.50566, -1.50454, -2.76209], [2.10934, -0.58458, 6.07295], [2.70331, 0.62600, 2.63786], [-2.88389, 1.80465, 0.59385], [-3.34746, 0.68021, 1.46153], [-3.11523, 4.01038, -0.43037], [4.69946, 3.51530, 1.41316], [-4.98333, 3.84664, 2.20014], [-0.40820, 3.81191, 4.69191], [0.76029, -0.52052, 5.41008], [-4.97779, 2.98347, 0.94468], [4.44202, 3.25038, -1.09942], [4.65193, -2.01244, -0.11418], [-4.32092, 3.44363, 2.96988], [-4.69599, 4.87630, 1.98293], [2.35038, 0.35556, 6.57016], [3.59278, -2.17200, 0.10035], [-4.11381, 0.10266, 0.93775], [3.41932, 1.25121, 3.18442], [-3.97620, 4.65271, -0.58692], [4.93704, 4.18774, -1.35931], [-0.01445, -0.33609, 6.14567], [1.70660, 3.40597, 4.78094], [-5.38363, 1.99774, 1.13452], [1.60229, 5.75449, 4.14889], [-0.69602, 2.87990, 5.17848], [-1.15106, 4.19682, 0.53394], [2.87830, -0.42024, 2.91236], [-1.57842, 2.31370, -0.83444], [-1.68356, 5.58879, -0.41927], [2.90688, -0.84156, 5.36890], [1.13827, -1.89544, 3.77298], [2.07996, -1.35965, 6.84053], [6.71145, -0.25910, -0.74055], [0.58302, 5.40162, 2.74913], [-5.99692, 3.86871, 2.60033], [0.37787, -2.59185, 5.20066], [7.28760, -1.34523, 0.53036], [-2.82710, 3.66573, -1.42758], [-5.58483, 3.43909, 0.16657], [4.78267, -1.83739, -1.18339], [-3.78444, 1.04415, 2.38934], [-2.52680, 0.01168, 1.69496], [5.19871, 2.46638, -1.06776], [-0.39159, 4.59357, 5.45299], [6.99274, 0.35135, 0.90909], [-0.58964, -1.60135, 4.11223], [5.29632, 4.42389, 1.32026], [2.28117, 4.87214, 2.78517], [3.72214, 3.03265, -1.88936], [3.09619, 4.29042, 0.20514], [-1.52129, -1.45040, -3.12751], [4.15987, 3.57650, 2.35940], [5.14227, -1.05118, 1.75915], [5.18681, -2.92610, 0.14793], [-1.15702, 4.08514, 3.94361], [0.14577, -2.06906, -3.41705], [5.39535, 2.67262, 1.43359], [-2.39568, 5.28297, 1.15996]]}

---

No. 2
{"formula": "C20H46N2O16S4", "method": "wB97M-V/def2-TZVPD", "spin_multiplicity": 2, "homo_ev": [-10.87, -10.87], "orbital_gap_ev": [7.93, 3.36], "charge": 1, "elements": ["S", "S", "S", "S", "O", "O", "O", "O", "O", "O", "O", "O", "O", "O", "O", "O", "O", "O", "O", "O", "N", "N", "C", "C", "C", "C", "C", "C", "C", "C", "C", "C", "C", "C", "C", "C", "C", "C", "C", "C", "C", "C", "H", "H", "H", "H", "H", "H", "H", "H", "H", "H", "H", "H", "H", "H", "H", "H", "H", "H", "H", "H", "H", "H", "H", "H", "H", "H", "H", "H", "H", "H", "H", "H", "H", "H", "H", "H", "H", "H", "H", "H", "H", "H", "H", "H", "H", "H"], "coordinates": [[8.41221, 20.11886, -35.63358], [0.83286, 12.40498, -28.91229], [1.93867, 18.66979, -28.80896], [1.04650, 13.23805, -37.55883], [3.51769, 18.15455, -28.96928], [1.81668, 14.27233, -38.18848], [-0.59786, 12.36033, -28.66430], [1.87597, 12.65603, -36.26242], [7.13100, 20.76933, -35.94287], [1.31801, 17.78377, -27.82112], [-0.07512, 13.91279, -36.46481], [1.51784, 11.61987, -27.64124], [9.07325, 19.24597, -36.61050], [9.58791, 21.07116, -34.92684], [1.52419, 13.66396, -29.22312], [1.62151, 17.97271, -30.29892], [8.40422, 19.27955, -34.20172], [1.73620, 20.10697, -28.67295], [0.47069, 12.11213, -38.31073], [1.30665, 11.18396, -30.00278], [3.50762, 8.22116, -31.64289], [4.69499, 15.55325, -33.06581], [3.60815, 15.95662, -34.01044], [3.86721, 6.90971, -30.96346], [3.69334, 15.45436, -35.53048], [4.57851, 8.80611, -32.56583], [7.10057, 15.89384, -32.31748], [2.46256, 10.74643, -28.10309], [2.09343, 8.23313, -32.25794], [-0.19801, 13.08748, -35.29160], [10.23644, 20.39785, -33.83722], [4.31440, 10.35954, -32.60467], [1.19046, 12.70450, -35.01635], [3.35498, 13.80246, -32.01926], [2.66963, 17.24257, -30.79324], [3.08817, 6.43761, -29.83577], [5.99212, 16.10171, -33.45592], [9.63600, 18.98640, -33.63499], [3.95334, 17.81020, -30.23920], [1.97279, 7.15748, -33.33176], [2.07817, 10.22215, -29.44036], [4.60367, 14.14929, -32.83482], [4.87516, 6.95382, -30.55093], [2.67739, 14.62243, -31.78131], [1.58955, 13.52840, -34.42473], [2.49587, 16.23148, -30.42499], [4.88898, 17.25182, -30.20947], [1.98266, 9.24601, -32.64510], [5.37016, 14.02656, -32.06962], [4.39486, 8.37016, -33.54783], [1.01038, 6.91205, -33.78080], [4.11792, 18.80579, -30.65128], [2.71739, 13.10608, -32.56389], [1.48243, 8.05439, -31.37316], [9.54931, 18.62365, -32.61078], [11.27823, 20.46749, -34.15014], [2.30449, 6.20846, -32.91053], [-0.66484, 13.59017, -34.44456], [2.68724, 17.30306, -31.88141], [2.62860, 15.81036, -33.55527], [2.84671, 7.29690, -29.21015], [-0.89242, 12.30738, -35.60358], [2.69332, 7.57839, -34.03303], [4.10718, 10.81369, -31.63570], [3.47439, 10.59813, -33.25701], [7.99172, 16.38117, -32.71303], [3.78407, 5.85542, -29.23172], [7.20190, 14.82193, -32.14764], [5.05980, 11.00982, -33.06250], [3.74261, 14.36641, -35.57560], [6.98326, 16.41502, -31.36737], [4.90129, 13.40081, -33.56919], [5.86827, 17.18103, -33.36749], [2.18520, 5.92926, -30.17390], [3.85665, 6.15493, -31.74978], [10.09440, 21.08117, -32.99997], [3.61312, 17.04482, -33.94810], [2.82603, 15.86525, -36.04723], [1.38653, 11.75292, -34.52222], [2.94337, 9.93602, -30.03840], [2.62700, 9.90126, -27.43470], [10.25843, 18.23190, -34.11605], [5.57803, 8.63481, -32.16618], [1.59354, 9.24776, -29.37865], [3.57356, 13.28348, -31.08599], [3.41481, 11.27449, -28.05342], [4.58310, 15.79910, -36.05733], [6.38231, 15.72341, -34.40078]]}

---

No. 3
{"formula": "C20H46N6O10S", "method": "wB97M-V/def2-TZVPD", "homo_ev": -8.93, "orbital_gap_ev": 8.83, "smiles": "O=S1(=O)OCCO1.CNC(C)=O.CNC(C)=O.CNC(C)=O.CNC(C)=O.CNC(C)=O.CNC(C)=O", "elements": ["S", "O", "O", "O", "O", "O", "O", "O", "O", "O", "O", "N", "N", "N", "N", "N", "N", "C", "C", "C", "C", "C", "C", "C", "C", "C", "C", "C", "C", "C", "C", "C", "C", "C", "C", "C", "C", "H", "H", "H", "H", "H", "H", "H", "H", "H", "H", "H", "H", "H", "H", "H", "H", "H", "H", "H", "H", "H", "H", "H", "H", "H", "H", "H", "H", "H", "H", "H", "H", "H", "H", "H", "H", "H", "H", "H", "H", "H", "H", "H", "H", "H", "H"], "coordinates": [[-0.77739, 0.84869, 1.95472], [-0.59499, 1.52128, 0.53706], [-4.82798, 1.65780, -3.74224], [-0.46476, 1.76038, 2.98768], [-0.97705, -3.60995, 5.05424], [-0.61460, 2.28875, -3.38111], [1.53084, 2.05247, 8.25296], [0.41193, -0.17535, 1.83523], [2.68118, -0.53272, -1.94812], [-2.08692, -3.45053, -3.67477], [-2.03115, 0.18853, 1.95361], [-0.51098, -4.87069, -2.91758], [-2.01971, -1.81198, 4.14567], [4.51907, -1.77250, -1.56685], [-3.40315, 2.77950, -2.40864], [2.62713, 0.86495, 6.69887], [1.10097, 3.62417, -3.99384], [0.73233, -0.40800, 0.45079], [-0.86412, 3.52182, -5.40292], [0.41331, 1.72909, 6.16113], [2.93697, 0.46466, 5.34911], [-2.29842, -1.15115, 5.38894], [3.88599, -0.69759, -2.08613], [3.86662, -2.70704, -0.68850], [1.54586, 1.57845, 7.13592], [-1.16999, -3.51702, 2.66223], [4.71732, 0.21016, -2.97059], [-1.31050, -6.06206, -3.14767], [-0.97327, -3.62434, -3.22650], [-1.34549, -2.99540, 4.07433], [0.00062, -2.47891, -2.95984], [-3.05482, 3.45998, -1.18244], [1.98736, 3.29518, -2.88317], [-5.78923, 2.74454, -1.85508], [-4.64220, 2.35316, -2.75787], [-0.14183, 3.11611, -4.14975], [0.46949, 0.92620, -0.22611], [-5.93731, 2.00671, -1.06558], [0.57026, -2.35185, -3.88072], [-0.66807, -6.93098, -3.03688], [1.75343, -0.76107, 0.41498], [-2.63874, 2.45155, -2.98511], [4.59716, -0.13212, -3.99781], [3.64968, -0.35618, 5.37008], [-0.10932, 0.77929, 6.04669], [-3.33911, -1.29855, 5.69431], [-2.12950, -6.09628, -2.43263], [-1.91150, -3.09959, 1.98488], [2.04604, 0.12884, 4.81746], [-0.28679, 4.22397, -6.00527], [-3.61100, 3.08677, -0.32468], [2.23227, 2.23250, -2.91917], [-1.69823, -1.59293, 6.18497], [2.92175, -3.05881, -1.10705], [3.55971, -2.21640, 0.24471], [-2.07502, -0.08644, 5.34573], [-3.23275, 4.54360, -1.23768], [0.66168, -2.72029, -2.13150], [2.87131, 3.91617, -2.98915], [5.48888, -1.93316, -1.77142], [-0.60593, -1.59909, -2.77024], [4.54893, -3.51523, -0.45430], [-1.98347, 3.36522, -1.02052], [4.31143, 1.21280, -2.87700], [1.50762, 3.49182, -1.92416], [1.42174, 4.29863, -4.66397], [-0.27755, 2.51601, 6.44459], [3.36061, 1.28474, 4.75670], [-1.06135, 2.63307, -5.99758], [-0.16346, -3.26574, 2.31147], [-5.66307, 3.71620, -1.37562], [0.07553, -1.17346, 0.03017], [-1.20393, -4.60379, 2.65422], [1.36051, 1.55508, -0.20854], [3.32807, 0.73011, 7.40958], [-1.81429, 3.98582, -5.14122], [5.77224, 0.21240, -2.70239], [0.79441, 2.02480, 5.18070], [-6.68756, 2.77411, -2.46690], [0.12279, 0.82358, -1.25085], [-1.71445, -6.05116, -4.16014], [-2.14674, -1.28554, 3.29642], [0.47456, -4.98581, -2.76229]]}

---

| no. | E_tot (eV) |
| --- | --- |
| 1 | -73351.340 |
| 2 | -100549.293 |
| 3 | -61738.942 |